{"formula": "C4H5N3O", "method": "wB97M-V/def2-TZVPD", "spin_multiplicity": 1, "smiles": "c1n[nH]c([C@@H]2CO2)n1", "energy_ev": -10744.25943, "species": ["C", "N", "N", "C", "C", "C", "O", "N", "H", "H", "H", "H", "H"], "xyz": [[-1.38913, -0.73808, 1.84464], [-0.45211, -1.62228, 1.76119], [0.46109, -1.12496, 0.95588], [-0.03383, 0.07319, 0.47603], [0.74982, 0.94812, -0.51799], [0.30887, 0.96177, -1.93082], [1.35483, 0.20150, -1.64886], [-1.22560, 0.25474, 0.95780], [-2.30274, -0.96396, 2.20419], [1.26723, -1.79643, 0.74101], [1.44449, 1.71675, -0.20542], [-0.60932, 0.24818, -2.15975], [0.42639, 1.84143, -2.47791]], "forces_ev_per_angstrom": [[1.300, -0.148, -2.537], [0.589, -2.031, 1.782], [1.103, -0.400, -0.658], [2.137, -0.085, -1.557], [-0.570, -1.695, -0.554], [-4.697, -1.639, 0.410], [2.866, -1.216, 1.663], [0.299, 2.150, 0.050], [-2.648, -0.491, 1.815], [-1.529, 2.105, 0.092], [-0.351, 0.029, 0.402], [1.329, 2.164, 0.256], [0.173, 1.257, -1.165]], "mulliken_charge": [-0.120, -0.709, 0.259, 0.078, 0.137, -0.350, -0.394, -0.529, 0.415, 0.317, 0.356, 0.220, 0.320]}

---

{"formula": "CHN7", "method": "wB97M-V/def2-TZVPD", "spin_multiplicity": 1, "energy_ev": -11478.88585, "species": ["C", "N", "N", "N", "N", "N", "N", "N", "H"], "xyz": [[-0.82443, -0.57717, 0.17124], [2.66416, -1.31167, 0.50289], [-1.90413, 1.28863, 0.21872], [-1.86549, -0.00424, 0.62291], [2.64442, -0.25959, 0.17038], [-0.06874, 0.43788, -0.56998], [-0.98748, 1.62191, -0.45286], [0.97939, 0.33763, -1.14065], [-0.63770, -1.53338, 0.47734]], "forces_ev_per_angstrom": [[-1.764, 3.769, 0.083], [0.102, 1.818, -0.514], [-2.378, 1.849, 0.396], [-0.088, -3.549, 1.287], [0.967, -2.172, 1.432], [0.512, -2.007, -0.054], [2.670, 1.773, -1.674], [-1.254, 0.857, -0.992], [1.233, -2.338, 0.035]], "mulliken_charge": [-0.054, -0.053, -0.096, -0.228, 0.046, 0.687, -0.143, -0.613, 0.455]}

---

{"formula": "C3H22N2O8S", "method": "wB97M-V/def2-TZVPD", "spin_multiplicity": 1, "smiles": "NC(=O)[C@@H](N)CS.O.O.O.O.O.O.O", "energy_ev": -33661.42345, "species": ["N", "C", "O", "C", "N", "C", "S", "H", "H", "H", "H", "H", "H", "H", "H", "O", "H", "H", "O", "H", "H", "O", "H", "H", "O", "H", "H", "O", "H", "H", "O", "H", "H", "O", "H", "H"], "xyz": [[0.49773, 2.85888, -0.22224], [0.87428, 1.52400, -0.05936], [1.07743, 0.99024, 1.01748], [1.16608, 0.87072, -1.41146], [1.80705, 1.78425, -2.36164], [1.86074, -0.44053, -1.40431], [1.54709, -1.48687, -2.94302], [0.43955, 3.36405, -1.00698], [0.06590, 3.41996, 0.50853], [0.07576, 0.65841, -1.87064], [2.70140, 2.31001, -1.98984], [2.25722, 1.45157, -3.26697], [1.59480, -1.17340, -0.66418], [2.95589, -0.32591, -1.28579], [0.78538, -0.64573, -3.64129], [2.31306, -3.66238, 1.31777], [1.41064, -3.77102, 1.48003], [2.27660, -2.89063, 0.57393], [-0.79964, 0.92056, 3.98386], [-1.07834, 1.58836, 4.55127], [0.14822, 0.82084, 4.16208], [-1.66386, -2.30006, 2.92875], [-1.39519, -1.34669, 3.04494], [-0.98390, -2.78270, 3.41759], [-0.26866, -3.68238, -1.53284], [-0.73308, -2.86851, -1.41061], [-0.17549, -3.84854, -2.44344], [-2.25284, 2.37056, 2.13863], [-1.87107, 1.44588, 2.29011], [-1.35288, 2.69066, 1.97323], [-3.20917, 2.20886, -1.27319], [-2.43251, 2.10647, -0.56023], [-2.51017, 2.22839, -2.07776], [-1.44372, -1.37837, -0.91049], [-2.27454, -1.53684, -1.08929], [-1.40976, -1.47206, 0.03737]], "forces_ev_per_angstrom": [[-0.540, -1.951, 4.439], [1.144, 1.505, -0.352], [-0.846, 0.270, -0.712], [-2.218, -0.523, -2.287], [3.279, 2.568, -0.596], [1.114, -1.862, -0.397], [0.602, 0.602, 0.310], [0.134, 1.163, -4.214], [0.548, -0.825, 0.391], [2.072, 0.453, 1.110], [-2.505, -1.400, -0.105], [-1.628, -0.514, 1.657], [-0.628, 0.242, 0.771], [-0.501, 0.163, -0.308], [-0.033, 0.307, 0.012], [2.065, 3.378, -3.153], [-2.385, -0.521, 0.448], [0.296, -2.915, 2.679], [1.420, -2.118, -1.357], [-0.997, 1.872, 1.538], [-0.300, -0.029, -0.210], [0.671, 1.461, 0.084], [-0.462, -1.352, -0.003], [-0.171, 0.042, -0.097], [0.462, -1.496, 1.837], [-0.378, 1.038, -0.174], [0.181, -0.101, -1.606], [1.804, -2.033, -0.264], [-1.527, 1.163, 0.170], [-0.318, 0.966, 0.010], [5.759, -0.328, -0.583], [-2.956, 0.330, -1.543], [-2.817, -0.013, 2.194], [6.388, 1.612, 1.375], [-7.039, -1.136, -1.825], [0.310, -0.019, 0.762]], "mulliken_charge": [-0.255, 0.076, -0.603, 0.466, -0.676, -0.307, -0.226, 0.205, 0.213, 0.054, 0.284, 0.295, -0.199, 0.489, 0.122, -0.651, 0.297, 0.384, -0.576, 0.285, 0.309, -0.640, 0.317, 0.315, -0.584, 0.397, 0.296, -0.647, 0.323, 0.281, -0.641, 0.310, 0.352, -0.598, 0.232, 0.304]}

---

{"formula": "C4H8O2", "method": "wB97M-V/def2-TZVPD", "spin_multiplicity": 1, "energy_ev": -8369.25649, "species": ["C", "C", "O", "C", "C", "O", "H", "H", "H", "H", "H", "H", "H", "H"], "xyz": [[1.89023, 0.38248, -0.57475], [0.63597, -0.11667, 0.01111], [-1.21648, -0.03294, 1.65467], [-1.60932, -0.70924, 0.50588], [-0.69952, -0.05419, -0.54979], [-0.45044, 1.25921, -0.08353], [1.67011, 1.07784, -1.38140], [2.46114, 0.88832, 0.21245], [2.50145, -0.45544, -0.92456], [0.73997, -0.74593, 0.91242], [-2.67393, -0.56158, 0.28401], [-1.40091, -1.79660, 0.47751], [-0.86494, -0.11110, -1.61440], [-0.98334, 0.97585, 1.07038]], "forces_ev_per_angstrom": [[0.151, 0.093, -0.240], [-0.048, 0.822, -0.296], [-0.884, 1.125, -0.121], [-0.248, -0.014, -0.423], [0.020, -0.510, -0.503], [1.653, -0.610, 0.186], [0.255, -0.062, -0.084], [-0.036, -0.013, -0.231], [-0.051, 0.028, -0.060], [-0.279, 1.148, -0.090], [-0.009, -0.053, -0.123], [-0.037, 0.309, 0.396], [-0.243, -0.176, -0.192], [-0.243, -2.089, 1.781]], "mulliken_charge": [-1.259, 0.259, -0.697, -0.613, -0.037, -0.527, 0.323, 0.289, 0.347, 0.393, 0.341, 0.293, 0.445, 0.444]}

---

What gap between HOMO and LUMO values result from the calculations? In sequence: 10.97 7.58 9.24 9.76 eV.
What maximum force values result from the calculations? In sequence: 4.992 4.162 7.360 2.756 eV Å⁻¹.
What energy relative to the best compared isomer or geometry (same formula, charge and spin) values result from the calculations? In sequence: 3.355 0.000 4.243 4.025 eV.